Computed, not measured: a structure of composition C47H40ClN2O3P3S2Y, with ωB97M-V/def2-TZVPD.

Relative energy (zero: lowest compared OMol25 entry of this formula, charge and spin): 0.9891 eV
Molecular weight: 962.3 g mol⁻¹
Total charge: -1
Calculated total energy: -121622.3039 eV
Kohn-Sham gap: 7.38 eV

Structure (XYZ):
```
99
Properties=species:S:1:pos:R:3:forces:R:3
Y 0.1283 1.1676 -1.7001 0.4107 0.5898 0.2575
S 0.6251 3.7336 -0.4392 -0.3156 -0.3725 -0.0276
P 0.0490 2.5740 1.1223 -0.3247 -0.2284 0.0915
C -0.1491 0.9348 0.6480 0.4981 0.0255 1.1141
P 0.4798 -0.3274 1.6307 -0.1715 -0.2636 -0.0126
S 0.0213 -2.2217 1.1661 -0.0108 0.3052 -0.0835
C 2.3353 -0.3326 1.6943 0.1848 0.0519 0.1655
C 3.1024 0.3758 2.6203 0.0676 0.0416 0.0060
C 4.4962 0.3682 2.5670 -0.1751 -0.0304 -0.0783
C 5.1510 -0.3419 1.5731 -0.0677 -0.0133 -0.0155
C 4.4029 -1.0668 0.6495 -0.0810 0.0059 0.0619
C 3.0153 -1.0754 0.7230 0.0420 0.0301 0.0130
C -0.0676 -0.1853 3.3810 -0.0840 0.0659 0.0749
C -1.3621 0.2911 3.6035 0.1005 -0.0109 0.0603
C -1.8778 0.3871 4.8904 0.1089 -0.0475 -0.0240
C -1.1040 -0.0009 5.9808 0.0357 -0.0081 -0.1387
C 0.1710 -0.5134 5.7664 -0.0530 0.0392 -0.1200
C 0.6796 -0.6138 4.4749 0.0076 -0.0285 0.0714
C 1.1752 2.9921 2.5310 0.1192 0.1723 -0.0082
C 0.8184 2.8314 3.8720 -0.0409 -0.0518 0.0220
C 1.7140 3.1339 4.8916 -0.0297 -0.0230 -0.1515
C 2.9813 3.6156 4.5868 -0.0128 -0.0070 -0.0211
C 3.3401 3.8086 3.2594 -0.0905 -0.0405 0.0047
C 2.4405 3.5051 2.2444 0.0121 -0.0749 0.0457
C -1.5544 3.2763 1.7208 -0.0045 0.1491 0.0100
C -2.7688 2.7076 1.3391 0.0576 -0.0418 0.0520
C -3.9777 3.2823 1.7180 0.0930 0.0197 0.0234
C -3.9915 4.4345 2.4967 0.0666 -0.0975 -0.0602
C -2.7886 5.0104 2.8838 0.0354 -0.1022 -0.0736
C -1.5851 4.4366 2.4906 0.0047 0.1752 0.0265
H 2.6247 0.9381 3.4110 -0.0385 0.0376 -0.0248
H 5.0615 0.9296 3.3026 -0.0377 -0.0158 -0.0160
H 6.2338 -0.3416 1.5253 -0.0296 -0.0144 -0.0198
H 4.9032 -1.6405 -0.1224 -0.0276 0.0025 0.0069
H 2.4378 -1.6831 0.0326 0.0058 0.0212 0.0185
H -1.9537 0.6139 2.7551 0.0103 -0.0274 0.0141
H -2.8797 0.7736 5.0417 0.0350 -0.0095 -0.0155
H -1.4959 0.0848 6.9877 0.0061 -0.0081 -0.0268
H 0.7732 -0.8414 6.6060 -0.0111 0.0183 -0.0172
H 1.6689 -1.0313 4.3257 -0.0624 0.0067 -0.0074
H -0.1645 2.4625 4.1356 0.0253 0.0286 -0.0231
H 1.4158 2.9889 5.9229 -0.0034 0.0004 -0.0178
H 3.6797 3.8478 5.3831 -0.0149 0.0006 -0.0339
H 4.3215 4.1949 3.0103 -0.0235 -0.0073 -0.0027
H 2.7162 3.6657 1.2100 -0.0070 0.0088 -0.0077
H -2.7575 1.7924 0.7561 0.0274 0.0100 -0.0476
H -4.9104 2.8276 1.4034 0.0433 0.0040 0.0145
H -4.9320 4.8806 2.7976 0.0151 -0.0171 -0.0162
H -2.7852 5.9117 3.4856 0.0123 -0.0243 -0.0124
H -0.6565 4.9124 2.7845 -0.0082 -0.0202 -0.0199
N 2.6552 1.2133 -1.4954 -0.0517 -0.3051 -0.2619
C 3.2031 0.2395 -2.4666 -0.1477 0.0466 0.2303
C 2.4629 0.3801 -3.7886 -0.5150 -0.0609 -0.2626
O 3.1063 0.3791 -4.8416 -0.0215 -0.0265 0.0316
N 1.1294 0.5075 -3.6374 0.3590 0.0796 -0.5988
C 0.3829 0.9383 -4.8262 0.2986 -0.0750 0.1992
C -0.7038 1.9620 -4.4763 0.2789 0.1759 0.6998
O -1.5560 2.2419 -5.2985 -0.1078 0.1609 -0.0765
O -0.6171 2.4630 -3.2621 -0.2670 -0.0717 -1.0164
H 2.8800 2.1588 -1.7889 -0.0142 0.0479 0.0461
H 3.0480 1.0819 -0.5686 -0.0301 -0.0262 0.0281
H 3.0342 -0.7621 -2.0640 0.0360 -0.0159 -0.0188
H 4.2642 0.3521 -2.6726 0.1516 0.0973 0.0987
H -0.0867 0.1109 -5.3597 -0.0694 -0.0918 -0.0210
H 1.0548 1.4179 -5.5397 0.0895 -0.0011 -0.0816
Cl -2.8193 0.6055 -2.4067 -0.1796 -0.3983 -0.2492
C -2.5079 -0.5240 -3.7460 -0.0281 0.3535 0.3384
C -3.1645 -0.2711 -4.9326 0.0318 0.0173 -0.0066
C -2.9281 -1.1164 -6.0019 0.0282 -0.0578 -0.0611
C -2.0473 -2.1822 -5.8637 -0.0181 0.0457 0.0492
C -1.3981 -2.4068 -4.6565 0.0004 -0.0074 -0.0514
C -1.6110 -1.5704 -3.5626 -0.0565 0.0226 0.1796
P -0.8615 -1.7303 -1.8681 -0.2878 -0.2923 -0.1244
C -2.3905 -2.4380 -1.1038 0.0340 -0.0025 -0.0037
C -2.9784 -3.5822 -1.6327 -0.0723 -0.1552 -0.0821
C -4.1655 -4.0870 -1.1106 0.1083 0.1281 0.0269
C -4.7925 -3.4236 -0.0649 0.0618 0.0542 -0.0220
C -4.2277 -2.2630 0.4525 0.0465 -0.0218 -0.0313
C -3.0312 -1.7780 -0.0575 0.0670 -0.0362 -0.0198
C 0.2814 -3.1442 -2.1058 -0.0017 0.0461 -0.0652
C 1.3484 -2.9766 -2.9911 0.0240 -0.0484 -0.0459
C 2.2950 -3.9819 -3.1591 -0.0768 0.0120 0.0626
C 2.1901 -5.1653 -2.4369 -0.0473 0.0846 -0.0023
C 1.1350 -5.3353 -1.5490 -0.0016 0.0937 -0.0405
C 0.1896 -4.3301 -1.3833 -0.0221 -0.0780 0.0960
H -3.7970 0.6008 -5.0222 0.0179 -0.0445 -0.0075
H -3.4159 -0.9192 -6.9478 0.0274 -0.0401 -0.0046
H -1.8548 -2.8358 -6.7054 0.0042 -0.0051 0.0188
H -0.7099 -3.2383 -4.5656 -0.0150 0.0221 0.0053
H -2.5108 -4.0920 -2.4690 0.0023 0.0178 0.0301
H -4.5995 -4.9893 -1.5246 0.0190 0.0231 -0.0108
H -5.7206 -3.8074 0.3425 0.0223 0.0181 0.0017
H -4.7131 -1.7395 1.2675 0.0146 -0.0039 -0.0148
H -2.5710 -0.8913 0.3595 0.0180 0.0241 0.0488
H 1.4328 -2.0573 -3.5621 -0.0008 -0.0014 0.0166
H 3.1128 -3.8322 -3.8541 -0.0197 0.0009 0.0209
H 2.9301 -5.9481 -2.5591 -0.0260 0.0337 -0.0064
H 1.0526 -6.2477 -0.9702 -0.0050 0.0351 -0.0141
H -0.6102 -4.4603 -0.6634 0.0424 0.0020 -0.0585
```
Positions in Å, forces in eV/Å.